# C3H15N9

A gas-phase ion, C3H15N9 (charge +2) at a distorted geometry (ωB97M-V/def2-TZVPD, the OMol25 dataset).

```
27
Properties=species:S:1:pos:R:3:lowdin_charge:R:1
N -0.67 -1.45 -2.13 0.1615
N 2.08 -1.33 -0.20 0.0748
N 1.58 -1.21 -1.42 0.0672
N 1.33 -1.00 0.70 0.0436
N -0.09 0.25 2.55 0.2356
N 0.35 0.86 -1.98 0.2441
N -0.99 -1.45 0.74 0.1006
N 0.83 1.73 0.74 0.1097
N -1.46 1.41 0.84 0.1451
C -0.21 0.86 1.08 -0.5158
C 0.25 -0.73 -1.46 -0.3743
C 0.01 -0.57 0.24 -0.3260
H 2.12 -1.56 -2.20 0.1752
H -0.40 0.88 3.30 0.1758
H 0.74 1.44 -1.20 0.1068
H -0.67 -0.61 2.52 0.1392
H -0.71 -2.43 0.70 0.1281
H 1.76 1.37 0.94 0.1160
H 0.92 0.95 -2.82 0.1613
H -1.59 2.37 1.13 0.1222
H -0.42 -1.89 -3.00 0.1335
H -2.26 0.84 1.07 0.1116
H 0.74 2.67 1.12 0.1303
H 0.88 -0.06 2.73 0.1522
H -0.59 1.21 -2.19 0.1545
H -1.88 -1.35 0.27 0.1045
H -1.65 -1.20 -2.07 0.1229
```

Computed properties:
spin multiplicity	1
net charge	+2
energy relative to the best compared isomer or geometry (same formula, charge and spin)	0.00	kJ/mol
Kohn-Sham gap	11.244	eV
SMILES	NC(N)([NH3+])[C@]1(N)N=NN[C@]1(N)[NH3+]
HOMO level	-17.67	eV

---

# C41H57Cl3O20

9 unconnected molecules or ions with the total composition C41H57Cl3O20 at a distorted geometry (ωB97M-V/def2-TZVPD, the OMol25 dataset).

```
121
Properties=species:S:1:pos:R:3:lowdin_charge:R:1
Cl 1.07 0.04 -0.88 0.6897
Cl -0.50 -1.53 1.10 0.6379
Cl -0.31 1.39 1.39 0.6076
O -5.47 1.52 3.68 0.0743
O 5.94 -0.41 -1.86 0.0704
O -1.86 0.28 -5.44 0.0800
O -4.20 -3.98 3.90 0.0603
O 0.89 4.28 5.64 0.0968
O 2.74 -3.46 -4.88 -0.1458
O -1.10 0.05 5.31 0.1392
O -3.12 -1.37 -2.48 -0.1555
O 1.15 -0.89 3.89 0.0559
O -3.31 0.49 2.17 0.0494
O -2.27 3.87 -1.27 0.0765
O 3.04 3.34 4.33 0.1366
O 3.22 2.28 1.04 0.0425
O 0.18 2.63 -1.98 0.0422
O 2.97 4.15 -1.14 0.1077
O 4.88 -3.19 0.94 -0.1591
O -6.58 -2.80 5.11 0.0700
O 5.88 1.55 -3.80 0.0946
O -4.31 1.66 -4.94 0.1232
O -4.50 3.52 2.03 -0.1865
C 5.52 -4.33 0.44 -0.2838
C -2.26 3.01 -2.32 -0.1719
C 0.91 2.97 5.28 -0.2369
C 5.56 -4.08 -1.03 -0.0771
C 0.49 -0.10 0.75 -1.4447
C 3.83 -2.01 2.65 -0.0737
C 5.17 1.80 -2.69 -0.2455
C 1.56 -1.45 -4.23 -0.0287
C -4.67 -0.22 -1.15 -0.0458
C 3.65 3.15 -1.28 -0.2904
C 4.86 -3.07 2.31 -0.2977
C -5.18 0.18 3.67 -0.1960
C 4.80 -4.05 -5.84 -0.0771
C -5.00 3.59 0.72 -0.2378
C -6.43 2.88 0.72 -0.0383
C 3.84 2.07 -0.21 -0.1780
C 2.90 -2.28 -4.28 -0.3089
C -0.89 1.58 -3.72 0.0282
C -0.12 2.15 5.50 0.0809
C -3.72 -1.76 3.11 0.0664
C -2.64 3.81 3.49 -0.0609
C -3.97 -0.28 2.90 -0.2403
C -4.48 -2.58 3.82 -0.1693
C -3.09 3.87 2.04 -0.2623
C -3.37 2.72 -3.08 0.0685
C 1.09 0.37 4.35 -0.2473
C -1.37 -3.06 -2.09 -0.0729
C 4.40 2.89 -2.58 0.0950
C -1.99 1.18 -4.37 -0.1624
C -0.14 0.74 5.07 -0.3339
C -1.72 -1.72 -2.77 -0.2598
C 3.77 -4.41 -4.78 -0.2385
C 2.13 1.21 4.15 0.0774
C 2.07 2.64 4.51 -0.3461
C 4.58 0.97 -0.45 0.0516
C -3.20 -0.66 -1.22 -0.2605
C 5.34 0.71 -1.69 -0.2520
C -3.34 1.82 -4.21 -0.3323
C -5.97 -0.65 4.39 0.0636
C -5.70 -2.08 4.56 -0.2706
C -0.87 2.45 -2.61 -0.3327
H 5.71 -4.66 -5.76 0.0745
H 4.56 -4.10 -1.47 0.0637
H 3.41 -5.40 -5.07 0.1200
H -2.60 0.24 -1.17 0.0979
H 6.36 0.72 -3.67 0.1004
H -0.42 -3.42 -2.49 0.0706
H 1.76 4.64 5.44 0.1006
H -4.32 3.21 -2.89 0.1338
H -4.40 3.06 -0.02 0.0899
H -1.74 4.39 3.69 0.0801
H 1.35 -1.08 -5.24 0.0800
H -2.71 0.32 -5.88 0.0992
H -4.78 -4.35 4.57 0.0930
H 4.63 0.18 0.28 0.1158
H -6.43 2.02 1.39 0.0547
H -4.95 2.03 3.05 0.0482
H -5.25 -0.93 -0.57 0.0766
H -3.48 4.18 4.07 0.0886
H 4.40 -4.09 -6.85 0.0787
H 3.94 -1.04 2.16 0.0589
H 2.80 -2.33 2.51 0.0650
H 3.21 -2.45 -3.25 0.1055
H -6.75 -0.26 5.03 0.1345
H 6.10 -4.68 -1.76 0.0744
H 4.20 -4.44 -3.78 0.0986
H 1.73 -0.60 -3.57 0.0279
H -1.65 -1.95 -3.84 0.1029
H -5.18 4.64 0.48 0.1205
H -2.17 -3.79 -2.06 0.0831
H -4.65 0.60 -0.43 0.0458
H 4.95 -5.22 0.73 0.1210
H 6.10 -3.14 -1.15 0.0731
H -1.00 -0.91 -2.68 0.0595
H 3.85 -1.85 3.73 0.0757
H -1.01 2.48 6.01 0.1394
H 5.79 -2.67 2.71 0.1170
H -1.39 4.11 -0.98 0.1126
H -2.50 2.74 3.69 0.0574
H 6.52 -4.39 0.86 0.1217
H 0.08 1.20 -3.99 0.1296
H 0.33 -1.34 4.10 0.1027
H 5.13 -3.01 -5.80 0.0610
H -5.02 0.08 -2.14 0.0816
H -7.21 3.53 1.15 0.0690
H -2.80 -2.05 2.63 0.0857
H 2.92 3.19 1.09 0.1003
H 4.29 3.63 -3.36 0.1315
H 3.01 0.85 3.64 0.1242
H 0.67 -1.88 -3.78 0.0404
H 1.41 -0.08 1.33 -0.0141
H -2.84 -1.29 -0.40 0.0747
H -2.41 3.22 1.50 0.0634
H 3.80 -1.77 -4.63 0.1094
H 4.71 -4.02 2.82 0.1221
H -6.68 2.62 -0.31 0.0672
H -1.26 -2.94 -1.02 0.0051
H -2.92 4.88 1.66 0.1206
```

Computed properties:
spin multiplicity	1
net charge	0
Kohn-Sham gap	7.559	eV
SMILES	O=C1C=C(O)C(=O)C=C1O.O=C1C=C(O)C(=O)C=C1O.O=C1C=C(O)C(=O)C=C1O.O=C1C=C(O)C(=O)C=C1O.ClC(Cl)Cl.CCOCC.CCOCC.CCOCC.CCOCC
HOMO level	-9.50	eV

---

# C37H53IrN2O4P

A molecular structure, C37H53IrN2O4P at a distorted geometry (ωB97M-V/def2-TZVPD, the OMol25 dataset).

```
98
Properties=species:S:1:pos:R:3:lowdin_charge:R:1
Ir 0.59 -1.96 -0.91 1.3438
P 0.86 1.06 0.89 0.8655
O -1.47 -2.09 -2.12 -0.1559
O 1.98 -3.00 0.41 -0.1735
O 1.13 -0.40 0.92 -0.4029
O -3.12 -1.76 -4.11 0.0567
N -0.57 -3.63 -0.23 -0.1587
N -1.53 -4.06 -1.01 0.0308
C 3.43 1.57 -0.13 -0.1846
C 1.15 -0.34 -3.78 -0.6708
C -4.42 -3.60 -4.80 -0.0168
C 1.28 1.71 2.60 -0.3071
C -3.16 0.24 0.44 -0.1709
C -4.26 -5.71 -3.65 -0.0958
C -2.91 -3.85 -2.93 -0.0864
C 4.06 2.79 0.53 -0.1947
C 2.29 4.26 -0.42 -0.1913
C 1.95 1.73 -0.47 -0.3434
C 0.76 -1.26 -4.96 -0.0370
C 3.79 4.05 -0.29 -0.1968
C -0.07 0.54 -3.44 -0.0556
C 0.29 -3.46 2.03 -0.1726
C 2.59 -2.91 2.68 -0.0177
C -3.31 -5.18 -2.81 -0.0276
C -0.23 1.14 4.55 -0.1918
C 1.64 -3.10 1.63 -0.4051
C 1.58 -1.21 -2.65 -0.0349
C -4.82 -4.91 -4.65 -0.0861
C -0.69 -3.77 1.08 -0.0555
C 0.76 3.10 2.96 -0.1949
C 2.31 0.57 -4.24 -0.0457
C -1.91 -3.30 -2.01 -0.4246
C 0.90 -3.26 4.37 -0.1144
C 0.11 2.43 5.30 -0.1875
C 0.93 0.68 3.68 -0.1806
C -2.76 2.59 1.35 -0.2028
C 1.63 3.08 -1.11 -0.1882
C -1.72 0.14 0.92 -0.2105
C -3.47 -3.04 -3.94 -0.2659
C -0.04 -3.50 3.40 -0.0560
C 1.00 3.35 4.44 -0.1854
C 2.23 -2.99 4.00 -0.0933
C -1.58 2.63 0.37 -0.1870
C -3.80 1.57 0.89 -0.1828
C -0.89 1.26 0.28 -0.3251
H 3.97 1.37 -1.06 0.1177
H 3.13 -0.04 -4.61 0.0855
H 5.14 2.63 0.62 0.1144
H 0.46 -0.66 -5.82 0.0915
H 0.64 2.20 6.23 0.1077
H 1.71 0.93 -1.19 0.0681
H 4.25 4.91 0.20 0.1108
H -0.80 -0.05 -2.89 0.0450
H -5.57 -5.32 -5.31 0.1019
H -2.42 -1.57 -3.44 0.0586
H -2.40 2.33 2.35 0.0904
H 3.55 0.68 0.50 0.1126
H -4.84 -2.98 -5.58 0.1132
H -4.37 2.00 0.06 0.1085
H -0.54 0.91 -4.35 0.0932
H 0.79 4.40 4.68 0.1100
H 1.97 1.24 -5.03 0.0941
H -1.30 -0.82 0.61 0.0694
H -4.51 1.40 1.70 0.1073
H 1.86 4.40 0.57 0.0875
H -1.67 0.19 2.00 0.1091
H 2.97 -2.82 4.77 0.1010
H 1.61 -1.88 -5.24 0.0859
H -1.12 1.29 3.93 0.0871
H -1.65 -4.14 1.43 0.1352
H -1.07 -3.70 3.66 0.1084
H -3.17 0.17 -0.65 0.1125
H 3.60 -2.68 2.39 0.1117
H 1.80 0.53 4.33 0.1244
H -1.97 2.90 -0.61 0.1213
H -0.06 -1.91 -4.67 0.0766
H -3.22 3.58 1.41 0.1148
H 2.09 5.17 -0.99 0.1143
H 2.62 -1.54 -2.75 0.0526
H 2.05 3.17 4.66 0.1143
H -0.88 3.41 0.67 0.0887
H 0.22 1.39 -2.84 0.0577
H 1.98 3.05 -2.14 0.1108
H -2.85 -5.78 -2.04 0.1067
H 4.24 3.95 -1.28 0.1159
H 0.63 -3.29 5.41 0.0937
H 1.28 3.86 2.37 0.0917
H 2.67 1.16 -3.40 0.0609
H -0.81 2.95 5.57 0.1079
H -0.76 0.99 -0.77 0.0930
H -0.31 3.19 2.76 0.0950
H -0.48 0.35 5.27 0.1138
H -4.56 -6.74 -3.55 0.0970
H -3.73 -0.60 0.83 0.1130
H 2.37 1.76 2.54 0.1027
H 0.71 -0.28 3.22 0.0890
H 0.55 3.23 -1.14 0.0926
H 3.66 2.94 1.53 0.0950
```

Computed properties:
spin multiplicity	2
net charge	0
energy relative to the best compared isomer or geometry (same formula, charge and spin)	359.43	kJ/mol
Kohn-Sham gap (spin up / spin down)	6.327 / 6.281	eV
⟨S²⟩	0.915
HOMO level (spin up / spin down)	-7.07 / -7.12	eV

---

# C4H18O5

5 unconnected molecules or ions with the total composition C4H18O5 at a distorted geometry (ωB97M-V/def2-TZVPD, the OMol25 dataset).

```
27
Properties=species:S:1:pos:R:3:lowdin_charge:R:1
O -0.68 -2.45 3.50 -0.0856
O -3.75 4.76 -0.89 -0.0559
O 2.65 1.28 -2.47 -0.0587
O 0.51 -0.24 -1.54 -0.1119
O 1.59 -2.51 -0.75 -0.0240
C -0.96 1.54 -1.87 -0.0631
C 1.44 -1.66 2.61 -0.0879
C 0.01 -1.98 2.34 -0.3382
C -0.53 0.42 -0.90 -0.3327
H -0.53 -1.24 1.75 0.1035
H -1.82 2.01 -1.39 0.0626
H 1.43 -0.83 3.31 0.0803
H -4.26 5.23 -0.24 0.0284
H 2.33 -2.90 -0.28 0.0619
H -1.25 -0.37 -0.71 0.1122
H 2.47 1.83 -3.24 0.0268
H -1.33 1.08 -2.79 0.0807
H 0.78 -0.98 -1.00 0.0234
H -0.22 2.31 -2.07 0.0701
H 1.82 1.28 -1.99 -0.0164
H 1.10 -3.26 -1.09 0.0653
H 1.91 -2.52 3.08 0.0844
H -0.08 -2.92 1.80 0.1011
H -1.53 -2.03 3.62 0.0765
H -0.13 0.82 0.03 0.1069
H -2.88 4.67 -0.50 0.0239
H 1.92 -1.34 1.69 0.0663
```

Computed properties:
spin multiplicity	1
net charge	0
energy relative to the best compared isomer or geometry (same formula, charge and spin)	102.73	kJ/mol
Kohn-Sham gap	10.366	eV
SMILES	CCO.CCO.O.O.O
HOMO level	-9.96	eV

---

# BeBr

A molecular structure, BeBr at a distorted geometry (ωB97M-V/def2-TZVPD, the OMol25 dataset).

```
2
Properties=species:S:1:pos:R:3:lowdin_charge:R:1
Br 0.38 0.89 0.48 0.2635
Be -0.38 -0.89 -0.48 0.7365
```

Computed properties:
spin multiplicity	1
net charge	+1
energy relative to the best compared isomer or geometry (same formula, charge and spin)	0.00	kJ/mol
Kohn-Sham gap	7.203	eV
HOMO level	-16.49	eV

---

# C4H6ClF3N3

A gas-phase ion, C4H6ClF3N3 (charge +1) at a distorted geometry (ωB97M-V/def2-TZVPD, the OMol25 dataset).

```
17
Properties=species:S:1:pos:R:3:lowdin_charge:R:1
Cl -1.29 -0.67 3.29 0.6531
F 2.58 1.00 -2.70 0.1747
F 3.39 -0.70 -1.59 0.1450
F 1.67 -0.91 -2.93 0.1441
N -1.22 0.21 0.74 -0.2199
N 0.60 -0.72 -0.38 0.1354
N -1.01 1.40 0.21 0.1619
C -2.18 0.03 1.88 -0.4173
C -0.45 -0.81 0.43 -0.1166
C 1.18 0.27 -0.99 0.0972
C 2.24 -0.08 -2.03 -0.5793
H -2.47 1.09 2.05 0.1012
H 0.97 -1.64 -0.58 0.1959
H -3.04 -0.52 1.66 0.0794
H -1.43 2.22 0.66 0.0974
H -0.66 -1.67 1.07 0.1309
H 1.10 1.49 -0.79 0.2170
```

Computed properties:
spin multiplicity	1
net charge	+1
energy relative to the best compared isomer or geometry (same formula, charge and spin)	63.84	kJ/mol
Kohn-Sham gap (spin up / spin down)	8.160 / 7.677	eV
HOMO level (spin up / spin down)	-13.99 / -13.51	eV

---

# C34H19Cl5N2O2S2V

A molecular structure, C34H19Cl5N2O2S2V at a distorted geometry (ωB97M-V/def2-TZVPD, the OMol25 dataset).

```
65
Properties=species:S:1:pos:R:3:lowdin_charge:R:1
V -0.03 -0.01 0.05 0.7434
Cl -5.25 1.81 -3.71 0.6688
Cl -5.24 1.70 -0.58 0.6744
Cl -2.67 1.04 -5.29 0.6651
Cl -2.62 0.80 0.93 0.7083
Cl -0.10 0.14 -3.75 0.6474
S 1.54 7.04 -0.12 1.0572
S 2.72 -4.83 -1.40 1.0652
O 0.41 -0.14 2.02 -0.1646
O -0.75 -1.98 0.31 -0.0635
N 0.94 1.90 -0.21 0.0627
N 1.74 -0.57 -0.78 0.0303
C -0.82 -2.11 2.68 -0.1007
C 3.94 0.21 -1.41 -0.1226
C 3.05 2.85 -0.86 -0.1226
C 4.82 1.34 -1.57 -0.0088
C 2.20 1.76 -0.67 -0.1319
C -3.83 1.31 -2.87 -0.7080
C -0.59 5.86 0.65 -0.1117
C 0.24 8.01 0.42 -0.4110
C 2.13 -1.81 -1.07 -0.0520
C -0.83 7.25 0.80 -0.1764
C 3.42 -2.13 -1.53 -0.1793
C 3.80 -5.99 -2.03 -0.4110
C -1.02 -2.62 1.35 -0.3475
C 0.48 3.11 0.04 -0.0180
C -2.67 0.84 -0.85 -0.6568
C -3.84 1.26 -1.47 -0.7149
C -1.51 0.47 -1.48 -0.2543
C 1.25 4.28 -0.14 -0.1782
C 0.66 5.59 0.15 -0.4832
C -1.17 -2.43 5.07 -0.1002
C 0.02 -0.48 4.29 -0.0127
C -0.11 -0.89 2.93 -0.3525
C 2.55 4.12 -0.58 0.0346
C -1.31 -2.85 3.78 -0.0474
C -0.49 -1.22 5.31 -0.0820
C 3.77 -3.53 -1.82 -0.4793
C 4.33 -1.10 -1.69 0.0580
C 4.91 -5.42 -2.55 -0.1799
C -1.55 0.55 -2.86 -0.6905
C -1.59 -4.00 1.14 -0.0041
C 2.64 0.43 -0.96 -0.1345
C -2.67 0.96 -3.57 -0.7080
C 4.90 -4.00 -2.43 -0.1193
C 4.39 2.60 -1.32 -0.0080
H -1.75 7.67 1.17 0.1054
H 0.55 0.45 4.47 0.1127
H 5.72 -5.97 -3.00 0.1038
H 3.19 4.98 -0.72 0.1038
H -1.00 -4.75 1.67 0.0910
H -1.32 5.11 0.90 0.1105
H -1.57 -3.01 5.89 0.0960
H 3.55 -7.04 -1.98 0.0668
H 5.05 3.45 -1.46 0.1181
H -1.59 -4.22 0.07 0.0866
H 5.69 -3.37 -2.79 0.1076
H 5.34 -1.30 -2.03 0.1216
H -0.54 3.16 0.39 0.1164
H -1.84 -3.78 3.59 0.1012
H 0.32 9.08 0.43 0.0668
H 1.37 -2.56 -0.94 0.0985
H 5.83 1.16 -1.92 0.1174
H -0.37 -0.87 6.33 0.1035
H -2.61 -4.06 1.51 0.0924
```

Computed properties:
spin multiplicity	4
net charge	0
energy relative to the best compared isomer or geometry (same formula, charge and spin)	3.42	kJ/mol
Kohn-Sham gap (spin up / spin down)	5.672 / 6.930	eV
⟨S²⟩	3.770
HOMO level (spin up / spin down)	-6.49 / -7.87	eV

---

# C25H25BrN3NiOSi2

A molecular structure, C25H25BrN3NiOSi2 (ωB97M-V/def2-TZVPD, the OMol25 dataset).

```
58
Properties=species:S:1:pos:R:3:lowdin_charge:R:1
Br -3.30 7.84 3.66 0.6978
Ni 0.88 -0.55 -1.10 0.0850
Si 2.97 -0.84 -0.56 0.4870
Si 1.38 -2.06 -2.57 0.4860
O -0.39 1.10 -1.23 -0.0647
N -5.07 2.04 3.01 0.0401
N -0.74 -1.05 0.32 0.0863
N -4.48 1.06 2.49 0.0483
C -2.28 2.19 -0.32 -0.0035
C -1.36 1.12 -0.42 -0.3571
C 0.41 -3.68 -2.34 -0.2219
C -4.56 3.37 3.05 -0.2867
C 0.93 -1.46 -4.31 -0.2194
C -3.82 6.02 3.44 -0.7074
C -2.82 -1.20 2.16 -0.0088
C 3.21 -1.52 1.20 -0.2235
C -1.94 -2.23 2.00 -0.0538
C 3.19 -2.60 -2.66 -0.3024
C -2.84 5.03 3.41 -0.1252
C 5.93 -3.16 -2.51 -0.1151
C -5.16 5.70 3.31 -0.1384
C 3.79 -3.48 -3.57 -0.1057
C -3.28 2.19 0.63 -0.0441
C 5.15 -3.76 -3.49 -0.1152
C -1.60 -0.01 0.47 -0.1371
C -3.21 3.71 3.21 -0.0365
C -5.52 4.38 3.14 -0.0399
C -3.48 1.14 1.52 -0.2593
C 3.98 -2.00 -1.67 -0.3024
C -2.66 -0.02 1.39 -0.1000
C 5.34 -2.29 -1.60 -0.1056
C -0.89 -2.11 1.06 -0.1186
C 3.91 0.81 -0.56 -0.2233
H 6.99 -3.38 -2.45 0.0884
H 3.19 -3.96 -4.34 0.0929
H 4.28 -1.59 1.42 0.0148
H 0.66 -4.37 -3.16 0.0152
H -6.56 4.10 3.07 0.1079
H -0.14 -1.28 -4.41 0.0159
H 0.66 -4.16 -1.40 0.0110
H -5.91 6.48 3.36 0.0954
H 5.96 -1.84 -0.83 0.0929
H 2.75 -0.88 1.96 0.0137
H 1.45 -0.54 -4.55 0.0175
H -0.67 -3.52 -2.36 0.0150
H 2.78 -2.52 1.30 0.0114
H -3.63 -1.25 2.87 0.1033
H -0.17 -2.91 0.92 0.1055
H -2.04 -3.14 2.58 0.0977
H -3.96 3.03 0.66 0.1123
H 3.85 1.29 -1.53 0.0164
H -2.17 3.01 -1.01 0.1080
H 1.21 -2.22 -5.05 0.0141
H -2.45 2.95 3.19 0.1191
H 3.51 1.51 0.19 0.0145
H 4.96 0.64 -0.32 0.0135
H -1.80 5.29 3.53 0.1006
H 5.60 -4.44 -4.21 0.0883
```

Computed properties:
spin multiplicity	1
net charge	-1
Kohn-Sham gap (spin up / spin down)	6.152 / 6.151	eV
HOMO level (spin up / spin down)	-4.22 / -4.22	eV

---

no.,electronic energy (Eh)
1,-615.4896
2,-4481.6208
3,-2297.7535
4,-539.3421
5,-2588.4183
6,-1079.6934
7,-5608.4974
8,-5868.5503